The following is a quantum chemistry calculation of a molecular structure, C28H23BrN6OPtSeSi, from the OMol25 dataset.

XYZ file:
```
62
Properties=species:S:1:pos:R:3:forces:R:3:mulliken_charge:R:1
Pt -1.0025 0.6913 0.6997 -0.2 -0.1 -0.2 0.858
Br 5.2601 -2.8070 3.1227 0.0 0.0 0.0 -0.204
C 4.7591 -3.1561 1.3298 0.0 0.0 0.0 0.076
C 5.7191 -3.1402 0.3334 0.0 0.0 0.0 -0.460
C 5.3301 -3.3736 -0.9762 0.0 0.1 0.0 -0.173
C 3.9931 -3.5752 -1.2963 0.1 0.2 0.0 -0.058
C 3.0461 -3.6359 -0.2739 0.0 -0.2 0.0 -0.047
C 3.4309 -3.4323 1.0376 0.0 0.0 0.0 -0.434
N 3.7183 -3.8523 -2.6756 -0.2 -0.6 0.2 -0.447
N 2.6359 -3.5796 -3.2219 0.3 0.5 -0.2 -0.536
C 1.7026 -2.6693 -2.6586 -0.3 -0.2 0.0 -0.237
C 0.3751 -3.0116 -2.7862 0.1 -0.1 0.1 -0.303
C -0.6489 -2.2620 -2.2031 0.1 0.1 0.0 -0.878
C -0.3712 -1.0964 -1.4975 0.0 -0.1 -0.1 0.868
O -1.3469 -0.4008 -0.9756 0.1 0.3 0.0 -0.959
C 1.0137 -0.6712 -1.4388 -0.1 0.0 -0.1 0.442
N 1.2562 0.5071 -0.8256 0.1 0.2 0.0 -0.270
C 2.4597 1.0130 -0.8529 0.0 -0.1 0.0 -0.393
C 3.5330 0.3824 -1.5116 0.0 0.0 0.0 -0.914
C 3.3162 -0.8268 -2.1069 0.1 0.0 0.0 -0.630
C 2.0349 -1.4228 -2.0582 0.0 0.0 -0.1 0.559
H 6.7562 -2.9568 0.5766 0.0 0.0 0.0 0.428
H 6.0620 -3.3890 -1.7735 0.0 0.0 0.0 0.477
H 2.0127 -3.8627 -0.4984 0.0 0.1 0.0 0.433
H 2.7015 -3.4798 1.8345 0.0 0.0 0.0 0.357
H 0.1423 -3.9345 -3.3040 0.0 0.0 0.0 0.414
H -1.6805 -2.5762 -2.2864 0.0 0.0 0.0 0.475
H 2.6004 1.9682 -0.3561 0.0 0.0 0.0 0.468
H 4.5051 0.8549 -1.5459 0.0 0.0 0.0 0.419
H 4.1177 -1.3139 -2.6471 0.0 0.0 0.0 0.587
Se -0.2047 -2.5439 3.4135 0.0 0.1 0.0 0.282
N -0.2431 -1.6186 4.9233 0.0 0.0 0.0 -0.786
C -0.4234 -0.3539 4.5937 0.0 0.0 0.0 0.575
C -0.5180 0.7643 5.4809 0.0 0.0 0.0 -0.519
C -0.7041 1.9820 4.9196 0.0 0.0 0.0 -0.779
C -0.8203 2.1488 3.4985 0.1 0.0 -0.1 0.154
N -0.7482 1.1627 2.6497 -0.2 -0.2 0.1 -0.184
C -0.5337 -0.0999 3.1916 0.1 0.2 0.0 0.670
N -0.4410 -1.1242 2.3767 0.1 -0.1 0.3 -0.404
H -0.4427 0.6205 6.5493 0.0 0.0 0.0 0.467
H -0.7816 2.8685 5.5329 0.0 0.0 0.0 0.384
H -0.9806 3.1323 3.0825 0.0 0.0 0.0 0.348
C -2.1364 3.9859 0.9561 0.1 0.0 0.0 -1.478
Si -1.9489 2.5386 -0.2410 -0.1 0.0 -0.1 0.551
C -0.9173 3.1428 -1.6860 0.0 0.0 0.0 -1.171
C -3.6745 2.1355 -0.8850 0.0 0.0 0.1 0.364
C -3.8641 1.1851 -1.8934 0.0 0.0 0.0 -0.082
C -5.1303 0.8937 -2.3767 0.0 0.0 0.0 -0.781
C -6.2421 1.5467 -1.8622 0.0 0.0 0.0 -0.356
C -6.0783 2.4936 -0.8634 0.0 0.0 0.0 -0.681
C -4.8074 2.7794 -0.3823 0.0 0.0 0.0 -0.267
H -2.6389 4.8128 0.4481 0.0 0.0 0.0 0.444
H -1.1572 4.3525 1.2746 0.0 0.0 0.0 0.336
H -2.7241 3.7348 1.8411 0.0 0.0 0.0 0.363
H -1.3833 4.0339 -2.1158 0.0 0.0 0.0 0.400
H -0.8497 2.3821 -2.4650 0.0 0.0 0.0 0.271
H 0.0987 3.3950 -1.3778 0.0 0.0 0.0 0.300
H -3.0097 0.6540 -2.2931 0.0 0.0 0.0 0.317
H -5.2514 0.1522 -3.1568 0.0 0.0 0.0 0.376
H -7.2312 1.3186 -2.2392 0.0 0.0 0.0 0.369
H -6.9392 3.0121 -0.4596 0.0 0.0 0.0 0.370
H -4.7056 3.5217 0.4009 0.0 0.0 0.0 0.228
```
Forces are in eV/Å.

Summary:
**Largest force on an atom**: 0.7 eV/Å
**E_HOMO**: -0.2611 Eh
**LUMO level**: -0.0757 hartree
**Orbital gap**: 5.04 eV
**ΔE to the lowest compared entry with this formula, charge and spin**: 7.7 kcal/mol
**Molecular weight**: 841.6 g mol⁻¹

---

The following is a quantum chemistry calculation of a molecular structure, C13H16BrCuN2S2Si, from the OMol25 dataset.

XYZ file:
```
36
Properties=species:S:1:pos:R:3:forces:R:3:mulliken_spin:R:1
Cu -1.5212 1.4021 0.5314 -0.1 -0.1 -0.6 0.579
S -2.6757 3.3643 0.1347 0.3 0.9 0.0 0.170
C -3.8783 2.1690 0.1615 -0.6 0.5 -0.2 0.005
C -5.2544 2.4242 0.2927 -0.2 -0.3 0.0 -0.007
C -6.1220 1.3611 0.2702 0.0 0.0 0.0 -0.005
C -5.6173 0.0654 0.1400 0.0 -0.2 -0.1 0.007
C -4.2528 -0.0943 0.0502 -0.3 -0.4 0.0 -0.003
N -3.4053 0.9203 0.0451 -0.6 0.2 0.2 0.050
H -5.5915 3.4384 0.4340 0.0 0.1 0.0 -0.002
H -7.1891 1.5088 0.3647 -0.1 0.1 0.0 -0.001
H -6.2649 -0.8003 0.1262 0.0 0.0 0.0 0.001
H -3.8133 -1.0775 -0.0325 0.0 -0.1 0.1 0.000
C 3.9864 1.6192 -0.0793 -0.4 -0.5 0.0 0.010
Si 3.4500 -0.2002 -0.2098 0.6 -0.3 -0.2 -0.012
C 4.2801 -1.1424 1.2368 -0.3 0.3 -0.5 0.000
C 4.1685 -0.8817 -1.8522 -0.2 0.2 0.6 0.001
C 1.6408 -0.7529 -0.2422 0.2 0.1 0.1 -0.002
C 1.3726 -2.1079 -0.3029 0.1 0.1 0.0 0.001
C 0.0657 -2.5860 -0.2893 -0.1 -0.1 -0.1 0.008
C -0.9576 -1.6666 -0.2032 0.0 -0.3 0.0 -0.001
N -0.7368 -0.3622 -0.1610 0.3 -0.3 0.1 0.042
C 0.5228 0.1021 -0.1816 0.6 -0.2 -0.3 0.005
S 0.6102 1.8002 -0.1278 0.6 0.8 -0.1 0.154
H 5.0737 1.6761 -0.1134 0.2 -0.2 0.0 0.000
H 3.6533 2.0738 0.8479 -0.1 0.0 0.1 0.001
H 3.5904 2.2182 -0.8929 -0.1 0.0 -0.1 -0.002
H 5.3502 -0.9558 1.2533 0.2 0.1 0.0 0.000
H 4.1342 -2.2151 1.1493 -0.1 -0.2 0.0 0.000
H 3.8735 -0.8336 2.1955 -0.1 0.1 0.1 0.000
H 5.2351 -0.6900 -1.9172 0.3 0.0 0.0 0.000
H 3.6921 -0.4179 -2.7113 -0.1 0.1 -0.1 0.000
H 4.0175 -1.9541 -1.9322 -0.1 -0.2 0.0 0.000
H 2.1893 -2.8162 -0.3506 0.1 -0.1 0.0 -0.001
H -0.1490 -3.6442 -0.3356 0.0 0.0 0.0 0.001
H -1.9907 -1.9858 -0.1789 0.0 0.0 0.1 0.000
Br -1.4866 1.0415 2.8806 0.0 -0.3 0.9 0.000
```
Forces are in eV/Å.

Summary:
**Largest force on an atom**: 1.0 eV/Å
**E_HOMO (spin up / spin down)**: -0.1657 / -0.1605 Eh
**LUMO level (spin up / spin down)**: 0.1056 / 0.1054 hartree
**Orbital gap (spin up / spin down)**: 7.38 / 7.23 eV
**ΔE to the lowest compared entry with this formula, charge and spin**: 9.6 kcal/mol
**Charge**: -1
**Molecular weight**: 436.0 g mol⁻¹
**Multiplicity**: 2
**⟨S²⟩**: 0.76

---

The following is a quantum chemistry calculation of 2 unconnected molecules or ions with the total composition C3H10N2O3, from the OMol25 dataset.

XYZ file:
```
18
Properties=species:S:1:pos:R:3:forces:R:3:mulliken_spin:R:1
C -0.2509 0.7205 -2.5890 -1.1 0.3 -1.2 0.042
N -1.0398 -0.4273 -2.1471 3.8 -0.5 1.2 0.780
C -1.0160 -0.5984 -0.6939 -1.6 0.6 0.5 0.057
O -1.7571 -1.6895 -0.2773 0.3 0.3 -0.5 0.000
H -0.8003 1.6235 -2.3235 0.4 0.1 0.3 0.009
H -0.1077 0.7149 -3.6711 -0.2 -0.2 0.1 0.005
H 0.7624 0.6844 -2.1620 -0.3 0.0 0.5 0.049
H -0.7149 -1.3174 -2.5490 -1.1 0.0 -0.7 -0.009
H 0.0311 -0.7298 -0.3749 0.1 0.0 -0.4 0.045
H -1.3162 0.3693 -0.2573 -0.1 -0.2 0.1 0.018
H -2.6426 -1.6207 -0.6586 -0.2 -0.1 0.4 0.000
N 0.7545 -0.4304 2.6085 0.9 0.9 0.0 0.002
C 1.4790 0.7569 2.2226 0.4 -0.2 0.6 0.000
O 2.3558 1.1612 3.1378 -0.4 0.2 -0.1 0.000
O 1.3742 1.3074 1.1643 -0.1 0.0 -0.6 0.002
H 0.8082 -0.9978 1.7755 -0.8 -0.4 0.1 0.000
H -0.1780 -0.1359 2.8725 -0.2 -0.5 -0.2 0.000
H 2.2579 0.6092 3.9223 0.1 -0.2 0.1 0.000
```
Forces are in eV/Å.

Summary:
**Largest force on an atom**: 4.0 eV/Å
**E_HOMO (spin up / spin down)**: -0.4963 / -0.4960 Eh
**LUMO level (spin up / spin down)**: -0.1253 / -0.3270 hartree
**Orbital gap (spin up / spin down)**: 10.10 / 4.60 eV
**ΔE to the lowest compared entry with this formula, charge and spin**: 23.4 kcal/mol
**Charge**: +1
**Molecular weight**: 122.1 g mol⁻¹
**Multiplicity**: 2
**⟨S²⟩**: 0.75

---

The following is a quantum chemistry calculation of 2 unconnected molecules or ions with the total composition C4H8O2, from the OMol25 dataset.

XYZ file:
```
14
Properties=species:S:1:pos:R:3:forces:R:3:mulliken_charge:R:1
C -0.5972 1.7594 0.4734 -0.2 0.1 0.2 -1.156
C 0.1095 0.4863 -0.5329 0.1 -0.5 -0.3 0.580
C -0.8566 -0.3552 0.1235 -0.1 0.9 0.4 -0.886
O 1.3470 0.1801 -0.3104 -0.1 0.5 0.1 -0.642
C 1.3738 -1.8707 -0.2602 -0.4 -0.6 0.1 0.165
O 1.9439 -2.4337 -1.1523 -0.3 0.6 0.3 -0.465
H -1.6633 2.0018 0.3740 0.3 -0.3 -0.3 0.386
H -0.3803 1.6459 1.5382 0.2 -0.2 -0.3 0.359
H -0.0304 2.6151 0.0972 0.1 -0.4 -0.1 0.340
H -0.1798 0.7680 -1.5639 0.0 0.3 0.3 0.262
H -0.6250 -0.6112 1.1514 -0.1 -0.3 -0.1 0.386
H 0.1893 -1.6671 -0.2924 0.3 -0.1 -0.3 0.049
H -1.8933 -0.3647 -0.1995 0.0 -0.3 0.0 0.372
H 1.6877 -1.9164 0.7967 0.2 0.2 -0.1 0.250
```
Forces are in eV/Å.

Summary:
**Largest force on an atom**: 1.0 eV/Å
**E_HOMO**: -0.3307 Eh
**LUMO level**: -0.0345 hartree
**Orbital gap**: 8.06 eV
**ΔE to the lowest compared entry with this formula, charge and spin**: 133.2 kcal/mol
**Molecular weight**: 88.1 g mol⁻¹

---

The following is a quantum chemistry calculation of 2 unconnected molecules or ions with the total composition C2H8O3, from the OMol25 dataset.

XYZ file:
```
13
Properties=species:S:1:pos:R:3:forces:R:3:mulliken_charge:R:1
O -2.0738 3.2614 0.8484 0.8 -0.8 0.5 -0.656
H -1.3195 2.8547 0.3648 -0.7 0.4 0.5 0.337
H -2.0429 2.8544 1.7437 0.0 0.4 -1.0 0.315
O 1.0222 -1.7672 -1.4623 0.7 -0.3 0.7 -0.551
O 0.7306 0.7150 -0.5582 0.2 -0.6 1.3 -0.508
C 0.0822 -1.5561 -0.4056 0.0 -0.5 0.3 -0.450
C 0.5471 -0.3705 0.4373 -1.3 0.8 -1.9 -0.251
H 1.9077 -1.7626 -1.0426 -0.6 -0.2 -0.5 0.326
H 0.9295 0.2922 -1.4196 -0.1 0.1 0.8 0.364
H -0.8693 -1.3993 -0.9492 0.4 0.3 0.6 0.289
H -0.0526 -2.4270 0.2644 0.2 0.0 -0.5 0.284
H -0.2929 -0.1132 1.1108 0.5 0.3 -0.3 0.250
H 1.4318 -0.5818 1.0682 -0.1 0.2 -0.6 0.251
```
Forces are in eV/Å.

Summary:
**Largest force on an atom**: 2.4 eV/Å
**E_HOMO**: -0.3927 Eh
**LUMO level**: 0.0245 hartree
**Orbital gap**: 11.35 eV
**ΔE to the lowest compared entry with this formula, charge and spin**: 15.1 kcal/mol
**Molecular weight**: 80.1 g mol⁻¹
**SMILES**: OCCO.O

---

The following is a quantum chemistry calculation of a molecular structure, C19H28GaNO5, from the OMol25 dataset.

XYZ file:
```
54
Properties=species:S:1:pos:R:3:forces:R:3:mulliken_charge:R:1
O -1.9112 -2.5989 -0.2685 -1.7 -2.0 0.4 -0.320
C -2.4966 -3.0201 1.0111 0.3 0.3 0.5 -0.307
C -3.3594 -4.1279 0.4199 0.5 0.3 -0.3 -0.848
H -3.0707 -2.1997 1.4515 0.1 -0.1 -0.1 0.152
H -1.7364 -3.3624 1.7187 0.1 0.1 -0.1 0.241
C -2.8421 -3.5508 -0.9289 -0.2 -0.3 -0.3 1.483
H -4.4278 -4.0432 0.6385 0.2 0.0 -0.3 0.307
H -3.0146 -5.1435 0.6458 0.0 0.2 -0.1 0.292
C -3.9249 -2.8429 -1.7305 0.1 0.1 -0.1 -1.703
H -4.4771 -2.1179 -1.1182 0.2 -0.1 -0.1 0.368
H -4.6403 -3.5717 -2.1327 0.1 0.0 0.2 0.420
H -3.4688 -2.3387 -2.5892 -0.1 0.1 0.1 0.360
C -2.0400 -4.4971 -1.7975 0.1 0.1 -0.1 -1.693
H -1.1965 -4.9108 -1.2354 -0.1 0.0 -0.1 0.383
H -1.6596 -3.9380 -2.6606 0.1 -0.1 0.1 0.362
H -2.6612 -5.3113 -2.1776 0.0 0.0 0.1 0.393
Ga 1.9124 0.7078 -0.9857 0.9 -0.5 0.6 0.519
C 4.8272 1.7609 0.1931 0.0 0.1 0.4 -0.094
C 3.8601 2.0336 1.2076 0.7 -2.0 1.1 -0.365
C 3.0744 0.8965 1.3977 0.3 -0.1 -0.6 -1.335
H 3.8707 2.8768 1.8784 0.0 -0.2 -0.1 0.601
C 3.4234 -0.0639 0.3499 1.1 0.3 0.5 0.222
C 4.5985 0.5005 -0.3263 -0.9 -0.5 0.0 -1.356
H 5.1942 0.0002 -1.0899 -0.3 0.1 0.2 0.432
H 5.6961 2.3900 0.0117 -0.4 -0.1 -0.3 0.508
H 2.4580 0.6870 2.2715 -0.1 0.2 -0.5 0.546
H 3.2095 -1.1288 0.3919 0.0 0.2 0.0 0.697
C 1.5466 3.8060 -0.8316 -1.3 -0.5 0.0 0.004
C 1.7402 2.7307 -1.8894 -0.5 0.4 0.0 -0.122
C 0.4250 2.4225 -2.3337 -0.6 1.1 -0.4 -0.890
H 2.6199 2.7865 -2.5264 -0.3 -0.2 0.0 0.764
C -0.5295 3.0572 -1.4826 -0.2 -0.2 0.1 -0.585
C 0.1074 3.7856 -0.4914 -0.8 -1.5 0.1 -0.941
H -0.2810 4.3764 0.3315 -0.2 -0.2 -0.3 0.547
H 1.4685 4.8299 -1.2156 1.2 0.0 -0.5 0.366
H 0.2133 1.7018 -3.1274 -0.1 0.4 0.3 0.551
H -1.6118 2.9173 -1.5972 0.5 0.2 0.1 0.441
O -2.5960 0.1656 1.1163 2.1 -0.3 0.6 -0.512
C -1.3746 -0.0703 0.3269 0.0 0.8 -0.7 0.133
C -0.2975 -0.6909 1.2498 -0.1 0.6 0.1 0.680
H -0.9683 0.9003 -0.0646 -0.6 -0.4 0.6 -0.190
H -1.5830 -0.6944 -0.5541 -0.2 0.5 0.7 0.324
C -0.9348 -0.6546 2.6552 -0.4 -0.3 0.1 -0.645
H 0.5710 -0.0042 1.1977 -0.4 -0.5 0.4 -0.824
H 0.0660 -1.6700 0.9481 -0.3 -0.1 -0.1 0.356
C -2.0561 0.3773 2.4566 0.3 0.5 -0.4 -0.620
H -0.1841 -0.3800 3.4057 -0.4 0.2 0.0 0.418
H -1.3966 -1.5955 2.9988 0.4 0.2 -0.4 0.160
H -1.5495 1.3581 2.5159 -0.5 0.1 -0.2 0.304
H -2.8749 0.3594 3.1805 0.1 -0.2 -0.2 0.386
O 4.5248 4.5235 0.5802 -1.8 -0.2 -1.4 -0.567
N 3.6502 4.2926 -0.2386 1.5 1.6 0.0 1.023
O 3.6685 4.5616 -1.4374 0.6 -0.6 2.1 -0.557
O 2.4390 3.7216 0.2806 0.6 2.1 -1.6 -0.271
```
Forces are in eV/Å.

Summary:
**Largest force on an atom**: 2.8 eV/Å
**E_HOMO (spin up / spin down)**: -0.2410 / -0.2518 Eh
**LUMO level (spin up / spin down)**: -0.0407 / -0.0169 hartree
**Orbital gap (spin up / spin down)**: 5.45 / 6.39 eV
**Molecular weight**: 420.2 g mol⁻¹